P | Here is an isolated molecule of C2HClF2 from the OMol25 dataset. Energies are from wB97M-V/def2-TZVPD.

Computed properties:
Frontier orbital gap   10.29 eV
SMILES   FC(F)=CCl
HOMO level   -0.345 Ha

Each line ends with the Löwdin charge.
Atoms and positions in Å:
F: 1.4181 0.6922 0.8650  0.164
C: 0.2647 0.2080 0.5414  -0.577
F: -0.3656 -0.2754 1.5406  0.129
C: -0.1773 -0.0872 -0.6615  -0.584
Cl: -1.6236 -0.8616 -0.7336  0.727
H: 0.4837 0.3239 -1.5520  0.141



Q | Here is an isolated molecule of C2HClF2 from the OMol25 dataset. Energies are from wB97M-V/def2-TZVPD.

Computed properties:
Frontier orbital gap   10.25 eV
SMILES   F/C=C(\F)Cl
HOMO level   -0.362 Ha

Each line ends with the Löwdin charge.
Atoms and positions in Å:
F: -1.0330 0.8378 -1.2434  0.117
C: -0.6856 0.3660 -0.1181  -0.228
C: 0.3475 -0.4698 0.1161  -0.608
F: 0.8938 -0.8876 -1.0727  -0.034
Cl: 1.5216 -0.7526 1.4812  0.607
H: -1.0443 0.9061 0.8370  0.146



It is P that is the most stable of them.